DFT (ωB97M-V/def2-TZVPD) results for C9H18CoOP as an isolated structure.

Structure (XYZ):
```
30
C9H18CoOP, DFT ωB97M-V/def2-TZVPD
C -0.5961 -1.1297 -2.4106
C -1.0658 0.0606 -3.0375
C -0.2891 1.1891 -2.8028
C 0.8905 0.7976 -2.1115
C 1.0450 -0.6196 -2.4266
Co -0.0696 -0.3691 -0.7360
P 0.8573 -2.3535 -0.6497
H -1.2368 -2.1020 -2.5411
H -2.0635 0.1541 -3.5058
H -0.5131 2.1814 -3.1833
H 2.1319 -0.9735 -2.5977
H 1.7779 1.3504 -1.7328
H 2.2028 -2.6698 -0.1731
H 0.9737 -2.8405 -2.0064
H 0.1114 -3.3641 0.0499
C -1.9108 1.9333 2.0145
C -0.7446 1.6411 1.0865
O -0.5313 0.2195 1.0033
C 0.0270 -0.4841 2.2220
C 1.5149 -0.2677 2.4718
H -2.7736 1.2635 1.8351
H -2.2496 2.9615 1.8155
H -1.5880 1.8440 3.0667
H -1.0212 1.9500 0.0630
H 0.1979 2.1057 1.4390
H -0.5404 -0.1677 3.1181
H -0.1989 -1.5488 1.9859
H 1.7630 0.6526 3.0178
H 1.7971 -1.0489 3.1777
H 2.1021 -0.3651 1.5481
```

2S+1: 5
HOMO-LUMO gap (alpha / beta) in eV: 4.687 / 7.057
Energy relative to the best compared isomer or geometry (same formula, charge and spin) in kcal per mole: 36.00
HOMO level (alpha / beta) in hartree: -0.14857 / -0.24142


DFT (ωB97M-V/def2-TZVPD) results for C9H18F14K3NO13P2S2 as an isolated structure.

Structure (XYZ):
```
62
C9H18F14K3NO13P2S2, DFT ωB97M-V/def2-TZVPD
K 1.1867 3.3673 0.4927
K 1.2624 1.2001 -4.5835
K 0.7154 -3.0456 -2.8333
N 5.6692 1.6490 -0.8589
S 6.4892 2.6912 0.0928
O 5.9354 2.9227 1.3997
O 7.1260 3.7675 -0.5966
F 7.6794 1.6789 0.3948
S 4.5824 2.5399 -1.5027
O 5.0181 3.4093 -2.5568
O 3.4995 2.9896 -0.6554
F 3.9021 1.3658 -2.3916
P 0.6956 -0.0540 -1.1953
F -0.4807 -0.8557 -2.0331
F 1.1523 -1.5118 -0.6446
F 1.7567 -0.2468 -2.4217
F 1.8773 0.6234 -0.3367
F 0.3628 1.4059 -1.8297
F -0.3274 0.1336 0.0136
P 4.4899 -3.0230 -2.9894
F 5.6415 -2.0249 -2.4807
F 5.1580 -3.1704 -4.4411
F 5.3043 -4.2921 -2.4751
F 3.2515 -3.9795 -3.4260
F 3.7714 -2.8469 -1.5297
F 3.5766 -1.7516 -3.5446
C -1.8080 -2.1136 5.1557
O -1.2036 -1.7243 3.9284
C 0.0549 -2.1041 3.7153
O 0.6793 -2.8406 4.4360
O 0.4866 -1.5294 2.6115
C 1.8918 -1.6619 2.2860
H -1.9123 -3.1979 5.1965
H -2.7719 -1.6439 5.3096
H -1.1105 -1.8363 5.9479
H 1.9427 -2.4061 1.4974
H 2.5099 -2.0213 3.1036
H 2.1859 -0.6650 1.9783
C -6.2131 -2.8623 -1.3433
O -5.6897 -1.6690 -0.7736
C -4.6497 -1.7720 0.0374
O -4.0957 -2.8013 0.3279
O -4.3412 -0.5553 0.4709
C -3.2482 -0.4367 1.3840
H -5.4953 -3.2232 -2.0852
H -7.1038 -2.5696 -1.8896
H -6.3889 -3.6487 -0.6148
H -2.6375 0.4130 1.0920
H -2.6762 -1.3566 1.4563
H -3.6743 -0.2023 2.3615
C -2.7453 2.2810 -2.2524
O -3.4597 2.8246 -1.1473
C -2.7654 3.3970 -0.1925
O -1.5947 3.7071 -0.2548
O -3.5899 3.6700 0.8052
C -3.1348 4.5616 1.8024
H -1.9138 1.6966 -1.8716
H -2.3561 3.0944 -2.8738
H -3.4330 1.7443 -2.8967
H -3.2886 5.6089 1.5250
H -2.0620 4.4778 1.9716
H -3.6836 4.4231 2.7281
```

HOMO-LUMO gap in eV: 7.264
Energy relative to the best compared isomer or geometry (same formula, charge and spin) in kcal per mole: 0.00
HOMO level in hartree: -0.33350


DFT (ωB97M-V/def2-TZVPD) results for C9H18INS as an isolated structure.

Structure (XYZ):
```
30
C9H18INS, DFT ωB97M-V/def2-TZVPD
C -1.8199 2.7750 0.0406
C 1.8888 -1.3476 0.7982
C 2.1657 1.1424 0.8932
C 1.4690 1.0226 -1.9447
C -2.0400 -3.1813 0.7183
C 1.2148 0.0214 0.6052
C 0.6230 0.1962 -0.8695
C -0.7129 0.8681 -0.8087
C -1.9840 -0.5733 0.1920
N -0.8661 1.9291 0.0739
S -1.2646 -1.6137 1.3803
I -3.6812 0.6411 0.6273
H -1.9585 3.6017 0.7739
H -2.3291 2.8991 -0.9272
H 1.1531 -2.1917 1.1165
H 2.4726 -1.7023 -0.0743
H 2.7128 -1.4272 1.6873
H 2.9156 1.2556 0.0243
H 2.6816 1.0489 1.8032
H 1.5682 2.0683 0.8950
H 1.6216 2.0445 -1.6189
H 1.0108 1.1120 -2.9400
H 2.4329 0.6403 -1.9342
H -1.5843 -3.3151 -0.2444
H -3.1278 -3.2588 0.6298
H -1.7054 -3.9094 1.5128
H 0.3701 0.2043 1.2379
H 0.4636 -0.7454 -1.2299
H -1.3924 0.9604 -1.7097
H -2.2978 -1.1650 -0.7084
```

HOMO-LUMO gap in eV: 8.549
Energy relative to the best compared isomer or geometry (same formula, charge and spin) in kcal per mole: 0.00
HOMO level in hartree: -0.29725


Number 1: strongest force on any atom 3.11 eV Å⁻¹. Number 2: strongest force on any atom 3.64 eV Å⁻¹. Number 3: strongest force on any atom 3.63 eV Å⁻¹.